[1]
Molecular formula: C24H30BFO11Si2
Method: DFT, ωB97M-V with the def2-TZVPD basis set

The value obtained for the HOMO-LUMO gap is 7.8 eV. The calculation puts the LUMO energy at -1.7 eV. The HOMO energy is -0.34935 Eh.

```
! RIJCOSX wB97M-V def2-TZVPD def2/J DEFGRID3
* xyz 0 1
Si 1.34189 -1.98673 1.28899
Si -1.30762 -1.68161 2.32534
F 1.31758 -0.90965 0.10304
O -2.14407 2.04658 -4.64122
O -2.37541 -1.64443 5.50252
O -0.12727 5.21386 -2.27807
O 0.36885 -1.40141 2.46484
O 4.27882 2.61423 -3.64381
O -7.25508 3.26685 -5.27613
O -1.93509 -0.40929 -0.20022
O 0.86233 -3.47623 0.72544
O -0.12015 -2.09510 10.27036
O -2.45576 -2.75977 -0.19114
O 4.96316 -3.32281 -1.86960
C -6.08531 2.98835 -5.13132
C 3.25295 4.14263 -2.17709
C 2.14660 4.79700 -1.83454
C 3.12981 -2.09424 1.81615
C -1.31432 0.94653 -2.05543
C -0.50402 -2.32724 6.75181
C -5.59351 1.60222 -5.33483
C -3.31686 2.32531 -4.78712
C 5.79731 -2.51751 -1.05150
C 3.26959 3.20949 -3.33151
C -3.80550 3.70974 -4.58253
C -5.08952 4.01803 -4.74296
C -4.30945 1.29494 -5.17418
C -1.86080 -1.74769 6.59485
C -0.63672 -1.99106 9.17896
C 0.88264 4.61975 -2.59140
C -1.99378 -1.41120 9.02136
C 0.06339 -2.43928 7.94970
C -1.65008 -0.46359 -1.60160
C -2.56124 -1.29910 7.82347
C 2.00579 3.03397 -4.08759
C 0.89961 3.68841 -3.74476
C 5.18952 -2.11378 0.31243
C 3.90578 -2.85791 0.69077
B -1.97908 -1.61022 0.43187
H -3.54989 -0.87986 7.68686
H 4.24593 -2.78836 -2.23177
H -1.10858 1.00779 -3.12290
H 4.09181 -3.84786 1.08708
H -0.03226 3.57085 -4.28448
H -3.93105 0.29059 -5.31690
H -1.71446 -3.30870 -0.49040
H 6.01893 -1.59889 -1.59980
H -2.48753 -1.08951 9.92938
H 3.26052 -2.92581 -0.18025
H 2.11349 5.48169 -0.99664
H -6.33487 0.86607 -5.61795
H 3.21901 -2.59779 2.77263
H 3.46239 -1.06053 1.88617
H 2.03760 2.34886 -4.92518
H 6.73453 -3.04968 -0.93506
H -5.46684 5.02226 -4.59919
H 4.18453 4.25679 -1.63766
H -2.51797 -0.80102 -2.16981
H -2.05690 -0.66780 3.09491
H -0.01032 -2.64847 5.84298
H -0.46699 1.25695 -1.44563
H 1.05213 -2.85831 8.08604
H 0.77299 -3.41358 -0.23837
H 4.97655 -1.05019 0.35149
H -2.14910 1.57004 -1.74673
H -1.62139 -2.97892 2.95657
H -0.84151 -1.15108 -1.85514
H -3.06301 4.44526 -4.29759
H 5.92731 -2.35883 1.07400
*
```

Atomic partial charges in e from the Mulliken method, atoms 1 to 6: atom 1 (Si): 0.640, atom 2 (Si): 0.328, atom 3 (F): -0.210, atom 4 (O): -0.472, atom 5 (O): -0.421, atom 6 (O): -0.566

[2]
Molecular formula: C3H5NO
Method: DFT, ωB97M-V with the def2-TZVPD basis set

The value obtained for the HOMO-LUMO gap is 10.2 eV. The calculation puts the LUMO energy at 0.8 eV. Its SMILES is C=CNC=O. Its energy relative to the best compared isomer or geometry (same formula, charge and spin) is 0.653 eV. The HOMO energy is -0.34242 Eh.

```
! RIJCOSX wB97M-V def2-TZVPD def2/J DEFGRID3
* xyz 0 1
O -2.36444 -0.37883 0.55651
N -0.07547 -0.21202 0.61851
C -1.27064 -0.54321 1.09184
C 1.29642 0.63225 -1.10125
C 0.12626 0.22469 -0.69595
H -1.15963 -1.12432 2.07219
H 1.42434 0.82575 -2.17254
H 0.73044 -0.40627 1.19785
H 2.06378 0.84946 -0.28170
H -0.77105 0.13251 -1.28545
*
```

Atomic partial charges in e from the Mulliken method, atoms 1 to 6: atom 1 (O): -0.556, atom 2 (N): -0.152, atom 3 (C): 0.113, atom 4 (C): -0.660, atom 5 (C): -0.025, atom 6 (H): 0.264

[3]
Molecular formula: C20H43MoN6O8SSe
Method: DFT, ωB97M-V with the def2-TZVPD basis set

The value obtained for the HOMO-LUMO gap (alpha / beta) is 8.0 / 7.5 eV. The calculation puts the LUMO energy (alpha / beta) at -3.2 / -3.7 eV. Its energy relative to the best compared isomer or geometry (same formula, charge and spin) is 0.000 eV. The HOMO energy (alpha / beta) is -0.41041 / -0.41063 Eh.

```
! RIJCOSX wB97M-V def2-TZVPD def2/J DEFGRID3
* xyz 1 3
Mo 0.51110 0.84515 0.52073
Se -0.63546 -0.39467 -2.29011
S -3.14097 -2.14703 0.84980
O 3.62345 2.27548 -0.58050
O -0.73006 2.47313 -0.25962
O -2.09544 -0.83693 -2.79245
O 0.57938 -1.48253 -2.38338
O 1.11070 4.96372 -3.59847
O -0.77867 -0.21414 -0.52232
O -1.87389 -2.91095 0.56294
O -0.11137 1.07530 -2.74242
N 1.38964 2.36837 -0.59753
N -1.24136 0.78430 1.87911
N 1.00601 -0.86009 1.85515
N 2.10105 -0.24522 -0.52796
N 1.92980 1.78539 2.00978
N 0.12555 3.88043 -1.88329
C -4.68440 -3.16598 -1.33943
C -3.63568 -3.99714 -2.07018
C 1.25617 4.26990 -2.63567
C 3.47110 3.34310 -3.30390
C 2.53588 5.74197 -0.34686
C -4.07727 -1.94124 -0.66562
C 2.89594 2.08855 -3.94686
C 2.63447 3.85565 -2.11569
C 1.37378 -2.01394 0.96694
C 3.29537 5.11528 -1.50528
C 0.21839 2.92568 -0.95830
C 2.46336 -1.58090 0.01735
C -2.80065 -5.24627 2.52109
C 2.10942 0.93856 3.20630
C -4.19683 -3.22557 1.84030
C -1.04032 -0.07044 3.06941
C 2.15128 -0.50385 2.74615
C -0.20889 -1.26088 2.64595
C 2.60731 2.77273 -1.04720
C -3.95491 -4.72762 1.67390
H -4.87666 -5.23312 1.97330
H -1.90185 0.31490 1.24828
H -5.42904 -2.79984 -2.05004
H -4.81642 -1.17142 -0.42641
H -2.83558 -4.30902 -1.39812
H 3.40386 5.83328 -2.31966
H 2.92878 0.32555 -0.69396
H 0.46942 -2.28024 0.41631
H 3.11970 6.55016 0.09109
H 2.33694 5.02084 0.45247
H -1.99960 -0.42047 3.45766
H -3.17256 -3.40872 -2.86250
H 2.83940 1.25638 -3.24149
H -3.79189 -4.97633 0.62656
H -0.79181 -1.91749 1.99697
H -1.85307 -4.82274 2.19323
H -2.73491 -6.33188 2.45250
H -1.65688 1.68236 2.11176
H -2.95060 -4.99455 3.57385
H 3.52444 4.15514 -4.02863
H 1.67647 -2.86379 1.58589
H 1.65797 -0.47232 -1.44995
H 1.58018 6.16423 -0.66075
H 2.52873 -2.29251 -0.80553
H -5.22234 -2.93235 1.60289
H 4.48062 3.16252 -2.93201
H -4.01654 -2.93704 2.87873
H 1.28339 1.12755 3.88593
H 3.44535 -1.52095 0.48520
H 3.06773 -0.65576 2.17878
H -3.33573 -1.47609 -1.32301
H -0.57120 0.52250 3.85035
H 2.17806 -1.19260 3.59410
H 3.02935 1.18467 3.74070
H 3.52014 1.76356 -4.77780
H -5.23949 -3.77550 -0.62348
H 1.70438 2.74362 2.26184
H 1.88978 2.25186 -4.33317
H 0.11329 -1.84024 3.51511
H -0.78654 4.11014 -2.25897
H 2.80054 1.84608 1.47091
H -4.07713 -4.88746 -2.51791
H 4.29832 4.81977 -1.19287
*
```

Atomic partial charges in e from the Mulliken method, atoms 1 to 6: atom 1 (Mo): -0.043, atom 2 (Se): 0.948, atom 3 (S): 0.774, atom 4 (O): -0.704, atom 5 (O): -0.629, atom 6 (O): -0.732

[4]
Molecular formula: C8H10ClN2O2
Method: DFT, ωB97M-V with the def2-TZVPD basis set

The value obtained for the HOMO-LUMO gap is 8.3 eV. The calculation puts the LUMO energy at -4.5 eV. Its SMILES is Cc1ccc[n+](OCCl)c1CN=O. Its energy relative to the best compared isomer or geometry (same formula, charge and spin) is 2.485 eV. The HOMO energy is -0.46950 Eh.

```
! RIJCOSX wB97M-V def2-TZVPD def2/J DEFGRID3
* xyz 1 1
Cl -3.49216 -0.30135 1.00541
O 2.80198 -2.60481 -0.40032
O -1.69731 -1.06741 -0.96740
N -0.96855 0.00075 -0.61513
N 2.14424 -1.64851 -0.67149
C 0.48064 2.21115 0.01131
C 0.81071 -1.56312 -0.01584
C 0.27820 -0.17542 -0.11451
C -2.73603 -1.63770 0.22512
C 2.41478 0.82877 0.76839
C -1.50635 1.20913 -0.82991
C -0.78859 2.34368 -0.52974
C 1.03580 0.94887 0.22350
H -2.49124 1.22657 -1.27023
H -3.40067 -2.22770 -0.39719
H -2.09908 -2.21071 0.89228
H -1.21641 3.31404 -0.72122
H 0.15824 -2.25420 -0.56332
H 2.61239 1.62774 1.47946
H 0.87386 -1.91187 1.02235
H 1.05814 3.09011 0.25788
H 3.13602 0.92770 -0.04432
H 2.59142 -0.12571 1.25492
*
```

Atomic partial charges in e from the Mulliken method, atoms 1 to 6: atom 1 (Cl): -0.062, atom 2 (O): -0.282, atom 3 (O): -0.462, atom 4 (N): 0.413, atom 5 (N): -0.041, atom 6 (C): -0.341

[5]
Molecular formula: C42H58IrN3P2S2
Method: DFT, ωB97M-V with the def2-TZVPD basis set

The value obtained for the HOMO-LUMO gap (alpha / beta) is 7.6 / 5.4 eV. The calculation puts the LUMO energy (alpha / beta) at -1.7 / -3.9 eV. Its energy relative to the best compared isomer or geometry (same formula, charge and spin) is 0.098 eV. The HOMO energy (alpha / beta) is -0.34319 / -0.34300 Eh.

```
! RIJCOSX wB97M-V def2-TZVPD def2/J DEFGRID3
* xyz 1 2
Ir -0.21551 -0.24933 -0.40452
S -1.21442 -1.58203 -2.09765
S 1.04519 0.80709 1.25197
P -0.47742 -2.05357 1.03905
P -0.40204 2.98965 1.53235
N -2.03778 0.04963 0.57052
N 1.83795 -0.28147 -1.50581
N -0.47380 1.34894 -1.98179
C -1.52053 2.30698 -1.58056
C -2.20425 -2.34293 0.58191
C 0.31875 3.34046 3.21040
C 2.07336 -1.47737 -2.36030
C -2.02450 5.10912 0.38253
C -2.83421 -3.53678 0.26730
C 0.03257 -4.78551 1.63837
C 0.86614 1.97121 -2.00800
C -4.74299 -2.31432 -0.47391
C -4.80761 -4.83706 -0.59648
C 0.47358 -3.59827 0.77633
C 5.28341 -0.16392 -0.00807
C -2.83333 -1.11749 0.34966
C -1.48566 -0.96797 -4.74564
C 5.02915 0.39994 1.23539
C -3.69982 0.58925 2.22065
C -1.15523 -0.50236 -3.46698
C -2.52584 0.96200 1.49851
C -1.48982 -0.11242 -5.82842
C -1.17034 1.23201 -5.66350
C -2.00910 2.23459 1.88146
C -4.12429 -3.54077 -0.25715
C 0.83780 -1.72743 3.54116
C -0.82457 0.83578 -3.31621
C 1.74539 3.86858 3.06463
C -1.58920 -2.38327 3.62566
C 1.85286 0.91188 -2.42824
C -4.11110 -1.11398 -0.18500
C -0.51836 -1.62368 2.84096
C -0.62881 4.74580 0.89454
C 0.43430 5.03550 -0.17127
C 3.73252 0.71987 1.58449
C -0.84292 1.70224 -4.40550
C -4.37016 1.41067 3.08768
C -3.92810 2.70630 3.36288
C 2.67564 0.48131 0.70046
C 1.97648 -3.36588 0.95932
C 2.93054 -0.08823 -0.54453
C 4.24152 -0.40026 -0.88964
C -2.74076 3.05470 2.77022
C -4.68600 3.64139 4.26119
C 0.23993 2.18157 4.19970
H -1.03826 -4.97215 1.60838
H -2.56201 -2.34548 3.13756
H 1.78911 4.80324 2.50421
H 2.30523 -2.34112 -1.74768
H -0.30917 4.14853 3.59994
H 1.59473 0.55727 -3.42461
H 0.31680 -4.64152 2.68019
H -1.17715 1.90584 -6.50908
H -2.45741 4.33784 -0.25280
H -5.45208 4.18648 3.70550
H -2.33015 4.02660 3.02302
H 0.90985 2.81332 -2.70591
H 1.42207 4.66014 0.10298
H 2.17270 4.05700 4.05070
H -0.81130 -0.56958 2.81162
H 0.15349 4.57954 -1.12242
H 1.63531 -1.21800 3.00060
H 5.83735 0.57804 1.93171
H 0.53029 2.54323 5.18805
H -5.18929 3.09742 5.06058
H 2.23728 -3.32378 2.01607
H 3.51475 1.13666 2.56014
H -0.59628 2.74918 -4.27792
H -0.77193 1.77982 4.27269
H 2.89643 -1.30181 -3.05477
H -1.74650 -0.49058 -6.80925
H 1.17005 -1.68044 -2.92441
H 0.91680 1.37142 3.93009
H -5.25770 1.02821 3.57966
H -1.31836 -3.42944 3.77328
H 0.76075 -1.27378 4.53145
H -1.53513 3.17326 -2.24732
H -5.77409 -4.66082 -1.06569
H -4.02342 4.37665 4.71840
H -4.20323 -5.43151 -1.28332
H -1.95682 6.02433 -0.20904
H 0.53935 -5.68521 1.28490
H 2.30856 -2.43417 0.51094
H -2.32283 -4.48213 0.39468
H 0.51525 6.11145 -0.33326
H -4.09336 -0.40561 2.09166
H -0.41445 5.36618 1.76984
H 6.29388 -0.42106 -0.29498
H 1.13279 -2.76640 3.68761
H -4.60438 -0.17295 -0.39557
H -1.33638 2.63286 -0.56466
H 4.46321 -0.83436 -1.85402
H 2.38348 3.14152 2.55661
H -2.72699 5.28888 1.19320
H -1.74474 -2.01189 -4.86962
H 2.53801 -4.18931 0.51493
H -5.73639 -2.29462 -0.90638
H 2.86109 1.32602 -2.47078
H -2.48533 1.80474 -1.61442
H 0.26366 -3.82078 -0.27685
H -1.69120 -1.92677 4.61212
H 1.08426 2.35055 -1.00861
H -4.97503 -5.43868 0.29852
*
```

Atomic partial charges in e from the Mulliken method, atoms 1 to 6: atom 1 (Ir): 2.272, atom 2 (S): -0.402, atom 3 (S): -0.356, atom 4 (P): 1.894, atom 5 (P): 0.965, atom 6 (N): 0.907